ORCA calculation (wB97M-V/def2-TZVPD) on 8 unconnected molecules or ions with the total composition C46H40BrF10NO3 in a non-equilibrium geometry.

Computed properties:
frontier orbital gap	9.5	eV
LUMO	0.013	Ha
total charge	0

Last columns: bonded neighbours and bond lengths (Å).
Positions of all 101 atoms, in Å:
1 C 2.75 3.32 -7.31  C4 1.381, C51 1.380, F70 1.350
2 C -1.44 3.10 3.97  C13 1.519, C24 1.537, O36 1.423, H68 1.080
3 C -9.93 -1.71 2.18  H28 1.082, C67 1.387, C79 1.381
4 C 2.68 2.86 -6.01  C1 1.381, C53 1.387, H65 1.082
5 F -1.86 5.40 4.15  C24 1.301
6 C 5.31 1.45 -2.16  H23 1.083, C72 1.389, C77 1.389
7 C 4.49 2.03 3.74  C32 1.389, C46 1.387, H92 1.078
8 C -0.11 -11.08 1.46  C9 1.388, H86 1.082, C96 1.388
9 C -0.05 -10.97 0.08  C8 1.388, H62 1.082, C101 1.387
10 H -3.25 -6.78 0.85  C42 1.076
11 F -8.23 -1.57 3.81  C79 1.349
12 H 3.55 -0.88 5.20  C100 1.082
13 C -2.04 2.18 2.91  C2 1.519, H18 1.089, H35 1.086, O87 1.463
14 C -9.77 0.21 3.64  H37 1.082, C44 1.388, C79 1.381
15 C 6.04 2.22 0.37  F34 1.349, C75 1.380, C81 1.381
16 H -0.81 -9.95 -1.66  C101 1.082
17 F -2.43 -8.32 -0.49  C26 1.349
18 H -3.11 2.37 2.90  C13 1.089
19 C -3.17 -4.98 -0.31  C42 1.388, C54 1.389, H57 1.083
20 H 5.67 0.20 0.98  C81 1.083
21 H 3.16 3.35 2.67  C46 1.083
22 H 1.35 -0.15 4.30  C47 1.083
23 H 5.02 1.14 -3.16  C6 1.083
24 C -1.24 4.52 3.43  C2 1.537, F5 1.301, F41 1.310, F73 1.317
25 F 0.96 2.02 2.95  C56 1.351
26 C -1.67 -9.22 0.15  F17 1.349, C40 1.381, C101 1.380
27 H 2.11 1.23 -4.75  C53 1.082
28 H -9.54 -2.67 1.87  C3 1.082
29 H -2.62 -5.65 2.98  C38 1.083
30 N -3.83 -0.23 3.94  C31 1.403, H43 1.014, Br48 1.861
31 C -2.94 0.09 2.91  N30 1.403, O64 1.167, O87 1.368
32 C 4.59 0.84 4.45  C7 1.389, H99 1.083, C100 1.389
33 H 1.55 0.63 -8.95  C49 1.082
34 F 6.40 2.60 1.62  C15 1.349
35 H -1.59 2.28 1.93  C13 1.086
36 O -2.41 3.21 5.01  C2 1.423, H69 0.966
37 H -9.26 0.72 4.45  C14 1.082
38 C -2.72 -5.09 2.05  H29 1.083, C42 1.388, C88 1.380
39 C 7.27 6.96 -4.58  C61 1.380, C78 1.387, H94 1.082
40 C -1.74 -9.31 1.53  C26 1.381, H60 1.082, C96 1.387
41 F 0.03 4.85 3.42  C24 1.310
42 C -3.06 -5.72 0.86  H10 1.076, C19 1.388, C38 1.388
43 H -3.57 -1.07 4.44  N30 1.014
44 C -10.87 0.77 3.01  C14 1.388, C50 1.388, H55 1.082
45 H 5.21 8.46 -6.81  C85 1.082
46 C 3.26 2.43 3.23  C7 1.387, H21 1.083, C56 1.380
47 C 2.24 0.45 4.15  H22 1.083, C56 1.380, C100 1.388
48 Br -5.61 -0.26 3.39  N30 1.861
49 C 1.86 1.26 -8.12  H33 1.082, C51 1.387, C58 1.388
50 C -11.51 0.09 1.98  C44 1.388, C67 1.389, H80 1.082
51 C 2.34 2.53 -8.37  C1 1.380, C49 1.387, H66 1.082
52 F -2.17 -3.11 3.21  C88 1.356
53 C 2.18 1.59 -5.76  C4 1.387, H27 1.082, C58 1.388
54 C -2.94 -3.61 -0.29  C19 1.389, H59 1.082, C63 1.388
55 H -11.23 1.74 3.33  C44 1.082
56 C 2.16 1.63 3.45  F25 1.351, C46 1.380, C47 1.380
57 H -3.43 -5.48 -1.23  C19 1.083
58 C 1.77 0.79 -6.82  C49 1.388, C53 1.388, H82 1.082
59 H -3.02 -3.04 -1.20  C54 1.082
60 H -2.41 -8.66 2.08  C40 1.082
61 C 6.56 5.78 -4.43  C39 1.380, F89 1.351, C90 1.380
62 H 0.61 -11.61 -0.49  C9 1.082
63 C -2.60 -2.98 0.89  C54 1.388, H84 1.084, C88 1.379
64 O -3.06 -0.19 1.78  C31 1.167
65 H 3.00 3.50 -5.20  C4 1.082
66 H 2.41 2.92 -9.38  C51 1.082
67 C -11.03 -1.15 1.57  C3 1.387, C50 1.389, H74 1.082
68 H -0.54 2.68 4.39  C2 1.080
69 H -2.50 2.34 5.41  O36 0.966
70 F 3.23 4.56 -7.55  C1 1.350
71 H 6.35 4.17 -0.43  C75 1.083
72 C 5.69 2.76 -1.92  C6 1.389, C75 1.387, H76 1.075
73 F -1.70 4.66 2.20  C24 1.317
74 H -11.53 -1.68 0.77  C67 1.082
75 C 6.06 3.15 -0.64  C15 1.380, H71 1.083, C72 1.387
76 H 5.70 3.47 -2.72  C72 1.075
77 C 5.29 0.52 -1.12  C6 1.389, C81 1.387, H98 1.082
78 C 6.77 7.92 -5.45  C39 1.387, H83 1.082, C85 1.389
79 C -9.31 -1.02 3.21  C3 1.381, F11 1.349, C14 1.381
80 H -12.37 0.53 1.49  C50 1.082
81 C 5.67 0.91 0.15  C15 1.381, H20 1.083, C77 1.387
82 H 1.39 -0.21 -6.63  C58 1.082
83 H 7.32 8.85 -5.58  C78 1.082
84 H -2.43 -1.91 0.94  C63 1.084
85 C 5.59 7.70 -6.14  H45 1.082, C78 1.389, C91 1.389
86 H 0.50 -11.81 1.97  C8 1.082
87 O -1.85 0.80 3.35  C13 1.463, C31 1.368
88 C -2.50 -3.73 2.05  C38 1.380, F52 1.356, C63 1.379
89 F 7.04 4.83 -3.59  C61 1.351
90 C 5.39 5.54 -5.11  C61 1.380, C91 1.386, H95 1.081
91 C 4.90 6.51 -5.97  C85 1.389, C90 1.386, H93 1.078
92 H 5.36 2.65 3.59  C7 1.078
93 H 3.98 6.34 -6.50  C91 1.078
94 H 8.18 7.11 -4.02  C39 1.082
95 H 4.87 4.60 -4.97  C90 1.081
96 C -0.96 -10.25 2.18  C8 1.388, C40 1.387, H97 1.082
97 H -1.01 -10.34 3.26  C96 1.082
98 H 4.99 -0.50 -1.31  C77 1.082
99 H 5.55 0.53 4.84  C32 1.083
100 C 3.47 0.05 4.65  H12 1.082, C32 1.389, C47 1.388
101 C -0.84 -10.04 -0.59  C9 1.387, H16 1.082, C26 1.380